The following is a quantum chemistry calculation of a structure of composition C28H34IrN6O at a distorted geometry, from the OMol25 dataset.

Lowest unoccupied orbital energy (spin up / spin down) = -9.0 / -9.0 eV
HOMO (spin up / spin down) = -17.05 / -17.05 eV
Energy above the lowest of the compared OMol25 structures with the same formula, charge and spin = 70.5 kcal per mole
Total charge = +3
E_tot = -43391.5971 eV

CARTESIAN COORDINATES (ANGSTROEM)
Ir: 0.3741 -0.1322 -0.2015
C: 0.5820 -2.9807 -1.1510
N: 1.1753 -1.7013 -1.5786
C: 0.6223 -1.3060 -2.9033
C: 0.8895 0.1396 -3.1156
C: 0.9879 0.7519 -4.3490
C: 1.2251 2.1176 -4.3899
C: 1.3790 2.8178 -3.1981
C: 1.2642 2.1389 -2.0052
N: 1.0161 0.8177 -1.9681
C: 2.6543 -1.7520 -1.6364
C: 3.3017 -0.8019 -0.6809
C: 4.6802 -0.6835 -0.6639
C: 5.2791 0.1717 0.2401
C: 4.4688 0.8832 1.1138
C: 3.1056 0.7183 1.0397
N: 2.5103 -0.1128 0.1523
C: -0.8469 -2.7710 -0.7788
C: -1.7848 -3.7833 -0.8397
C: -3.0738 -3.5448 -0.3906
C: -3.3927 -2.2877 0.0998
C: -2.4134 -1.3172 0.1279
N: -1.1603 -1.5507 -0.3037
H: 1.1298 -3.3357 -0.2746
H: 0.6842 -3.7387 -1.9318
H: -0.4546 -1.4880 -2.9079
H: 1.0606 -1.9173 -3.6963
H: 0.8824 0.1736 -5.2577
H: 1.3014 2.6296 -5.3406
H: 1.5890 3.8783 -3.1927
H: 1.3895 2.6374 -1.0538
H: 2.9922 -1.5180 -2.6469
H: 2.9993 -2.7662 -1.4266
H: 5.2740 -1.2667 -1.3567
H: 6.3556 0.2796 0.2672
H: 4.8858 1.5619 1.8448
H: 2.4647 1.2585 1.7095
H: -1.5024 -4.7529 -1.2292
H: -3.8172 -4.3306 -0.4204
H: -4.3867 -2.0594 0.4584
H: -2.6124 -0.3275 0.5041
C: -3.1781 1.6324 -2.0335
N: -3.1202 2.2467 -0.6981
C: -4.2316 3.1289 -0.2805
C: -2.0794 2.0036 0.0654
C: -1.9408 2.6605 1.4008
O: -1.1866 1.2132 -0.3999
H: -3.9734 2.1023 -2.6014
H: -3.3769 0.5629 -1.9602
H: -2.2323 1.7765 -2.5512
H: -4.9852 3.1149 -1.0595
H: -3.8922 4.1545 -0.1520
H: -4.6867 2.7740 0.6409
H: -2.7319 3.3668 1.6231
H: -0.9886 3.1909 1.4242
H: -1.9259 1.8970 2.1786
C: 0.0457 -0.6111 6.1261
C: 0.0679 -0.5126 4.6342
C: -0.0791 -1.6293 3.8151
C: -0.0016 -1.5009 2.4455
N: 0.2069 -0.3165 1.8390
C: 0.3215 0.7745 2.6191
C: 0.2608 0.7128 3.9912
H: -0.1341 -1.6283 6.4640
H: -0.7240 0.0408 6.5427
H: 0.9995 -0.2715 6.5344
H: -0.2493 -2.6085 4.2433
H: -0.0972 -2.3652 1.8038
H: 0.4677 1.7157 2.1120
H: 0.3662 1.6255 4.5646



The following is a quantum chemistry calculation of the molecule C11H12N2 at a distorted geometry, from the OMol25 dataset.

Lowest unoccupied orbital energy = 0.9 eV
HOMO = -8.11 eV
Energy above the lowest of the compared OMol25 structures with the same formula, charge and spin = 35.8 kcal per mole
E_tot = -14580.5744 eV
SMILES = Cc1c(N)cccc1-n1cccc1

CARTESIAN COORDINATES (ANGSTROEM)
C: -1.5762 0.2024 -1.3081
C: -1.1139 0.2993 0.1795
C: -1.8529 0.7204 1.2817
N: -3.1644 1.1526 1.0325
C: -1.3156 0.4193 2.5782
C: -0.0141 -0.1454 2.7110
C: 0.7620 -0.2591 1.5242
C: 0.1525 -0.1473 0.3268
N: 1.0392 -0.3862 -0.6921
C: 1.5954 0.6737 -1.4765
C: 2.3819 0.0842 -2.4401
C: 2.4108 -1.3600 -2.2231
C: 1.5969 -1.5972 -1.1477
H: -2.6181 0.5514 -1.5767
H: -0.8546 0.8695 -1.8070
H: -1.4972 -0.8547 -1.6566
H: -3.2207 1.7883 0.2693
H: -3.7783 1.2351 1.8485
H: -1.8606 0.7409 3.4578
H: 0.4032 -0.2848 3.6762
H: 1.8505 -0.5055 1.6279
H: 1.2283 1.6283 -1.3290
H: 2.8684 0.6090 -3.2321
H: 3.0046 -1.9283 -2.9285
H: 1.1905 -2.5550 -0.7681



The following is a quantum chemistry calculation of a structure of composition C35H63F17N7O9PSbSi at a distorted geometry, from the OMol25 dataset.

Lowest unoccupied orbital energy = 1.7 eV
HOMO = -4.34 eV
Total charge = -1
E_tot = -136075.8205 eV

CARTESIAN COORDINATES (ANGSTROEM)
C: -3.2408 -0.5262 0.6063
C: -1.8820 -0.4150 1.2701
C: -2.0825 -0.1212 2.7754
N: -0.7004 -0.5498 0.8694
Sb: -0.0020 -0.1493 -1.0718
C: 1.4928 -1.7853 -0.7895
C: 3.0153 -1.7074 -0.9528
C: 3.7804 -0.7755 -1.8767
C: 5.2972 -0.9210 -1.6852
O: 5.7137 -2.2709 -1.9539
C: 6.4069 -2.8581 -0.9773
O: 7.2332 -2.3338 -0.2919
C: -1.3336 -1.7288 -1.9073
C: -1.6415 -3.0164 -1.1433
O: -2.3635 -3.7999 -1.7161
N: -1.1461 -3.3940 0.1487
C: -2.2381 -3.7245 1.0718
C: -0.2291 -4.5222 0.0941
C: 0.7767 0.2186 -3.1939
F: 1.3840 -0.9746 -3.5540
F: 1.7230 1.1621 -3.0329
C: 0.0077 0.5580 -4.5079
F: -1.1767 1.1784 -4.4758
F: 0.8056 1.5013 -5.1481
C: -0.0620 -0.5154 -5.6881
F: 1.1302 -0.8991 -6.1531
F: -0.5417 0.2532 -6.7202
C: -1.1118 -1.6767 -5.6182
F: -2.1211 -1.3755 -4.7962
F: -1.7196 -1.7498 -6.8428
C: -0.5317 -3.1223 -5.4585
F: -0.1257 -3.5122 -6.7031
F: 0.6209 -3.1254 -4.7664
C: -1.4609 -4.2395 -4.8906
F: -2.6437 -3.8286 -4.4308
F: -0.8338 -4.7819 -3.8151
C: -1.7295 -5.4495 -5.8454
F: -2.1231 -5.0775 -7.0704
F: -2.8033 -6.0967 -5.3266
C: -0.6082 -6.5413 -5.8920
F: -0.7391 -7.3509 -4.8384
F: 0.6135 -6.0568 -5.9653
F: -0.8602 -7.3198 -6.9646
Si: 1.4164 1.6840 0.0914
C: 1.4990 3.4016 -0.6592
C: 3.1327 1.2167 0.7486
C: 0.5994 2.0376 1.7815
P: -1.8289 1.7064 -1.4120
N: -1.2907 2.9820 -2.1751
O: -3.1488 1.1046 -2.2476
O: -2.4781 2.2958 -0.0145
H: -3.7860 -1.3565 1.0479
H: -3.7878 0.3772 0.8722
H: -3.2659 -0.5777 -0.4768
H: -2.4833 0.8894 2.8445
H: -2.8012 -0.8452 3.1670
H: -1.1414 -0.1923 3.3036
H: 1.2854 -2.1620 0.2089
H: 1.1268 -2.5921 -1.4247
H: 3.5128 -1.6980 0.0231
H: 3.3522 -2.6926 -1.3023
H: 3.6462 -1.0248 -2.9285
H: 3.6080 0.2956 -1.7993
H: 5.7396 -0.2700 -2.4341
H: 5.5558 -0.5702 -0.6905
H: 6.1760 -3.9214 -0.8403
H: -0.8418 -2.1124 -2.8041
H: -2.2909 -1.3529 -2.2604
H: -2.1010 -3.2454 2.0407
H: -2.2614 -4.8031 1.2468
H: -3.2029 -3.4796 0.6458
H: 0.1241 -4.6890 1.1123
H: -0.7116 -5.4566 -0.2175
H: 0.6600 -4.3221 -0.4930
H: 0.5882 3.9389 -0.4086
H: 1.6167 3.5072 -1.7346
H: 2.3008 3.9597 -0.1669
H: 3.9737 1.4018 0.0826
H: 3.1299 0.2107 1.1666
H: 3.3570 1.8565 1.6053
H: 0.7765 1.1538 2.3935
H: -0.4408 2.3422 1.7189
H: 1.1517 2.8535 2.2573
H: -1.7579 3.1836 -3.0489
H: -3.5516 1.8310 -2.7385
H: -2.5101 3.2594 -0.0656
C: 1.1054 6.6077 4.5854
C: 1.2011 5.1619 4.1549
O: 0.7924 4.7858 3.0690
N: 1.7597 4.2810 5.0250
C: 2.2984 4.5308 6.3562
H: 0.6418 7.1725 3.7825
H: 0.4878 6.6967 5.4815
H: 2.0968 7.0209 4.7736
H: 1.7888 3.3377 4.6701
H: 3.3498 4.2427 6.3774
H: 1.7613 3.9319 7.0756
H: 2.2107 5.5779 6.6261
C: -5.4290 -8.0997 -3.5422
C: -6.4450 -9.1633 -3.8756
O: -7.3791 -9.4321 -3.1379
N: -6.2841 -9.8298 -5.0521
C: -5.2454 -9.6509 -6.0502
H: -5.6807 -7.6560 -2.5846
H: -4.4313 -8.5345 -3.4728
H: -5.4357 -7.3163 -4.3009
H: -6.9922 -10.5264 -5.2182
H: -5.6986 -9.3764 -7.0046
H: -4.7000 -10.5874 -6.1824
H: -4.5470 -8.8751 -5.7561
C: 0.9027 3.9287 10.6171
C: 2.1472 3.2906 10.0485
O: 2.6607 3.6846 9.0135
N: 2.6871 2.2465 10.7305
C: 2.2229 1.6404 11.9642
H: 0.5975 4.7391 9.9626
H: 0.0916 3.2020 10.6744
H: 1.1003 4.3365 11.6092
H: 3.5134 1.8687 10.2948
H: 3.0049 1.7109 12.7223
H: 2.0012 0.5858 11.7922
H: 1.3296 2.1329 12.3318
C: 1.7466 8.9664 -0.6885
C: 1.6749 8.8373 0.8139
O: 2.3359 8.0186 1.4230
N: 0.8296 9.6776 1.4791
C: -0.0329 10.7048 0.9295
H: 2.4536 8.2343 -1.0650
H: 0.7718 8.7713 -1.1369
H: 2.0887 9.9632 -0.9722
H: 0.8294 9.5370 2.4762
H: 0.2349 11.6749 1.3543
H: -1.0713 10.4885 1.1884
H: 0.0572 10.7556 -0.1498



The following is a quantum chemistry calculation of the ion C5H13N2O with charge -1 at a distorted geometry, from the OMol25 dataset.

Lowest unoccupied orbital energy = 4.1 eV
HOMO = -2.86 eV
Energy above the lowest of the compared OMol25 structures with the same formula, charge and spin = 63.4 kcal per mole
Total charge = -1
E_tot = -10420.9516 eV
SMILES = CC[C@H](CN)NC[O-]

CARTESIAN COORDINATES (ANGSTROEM)
C: 2.0307 0.9016 -1.0286
C: 0.5338 1.3430 -0.5801
C: -0.3621 0.1032 -0.2100
C: -1.8713 0.3894 -0.0937
N: -2.7978 -0.7170 0.3792
N: 0.0743 -0.2096 1.1552
C: 0.7581 -1.8172 0.8160
O: 2.0481 -1.6387 0.8030
H: 2.4106 0.2096 -0.2949
H: 2.0263 0.6211 -2.0555
H: 2.7323 1.7282 -1.0876
H: 0.0645 2.0120 -1.3366
H: 0.7290 1.8937 0.2740
H: -0.2943 -0.7088 -1.0387
H: -2.2863 0.5851 -1.1290
H: -2.1032 1.4460 0.3637
H: -2.3507 -1.5540 0.5700
H: -2.8606 -0.5610 1.3753
H: 0.8474 0.2678 1.4344
H: 0.2650 -1.9774 -0.1059
H: 0.4062 -2.3168 1.7898



The following is a quantum chemistry calculation of a structure of composition C26H28HgN2O6S2 at a distorted geometry, from the OMol25 dataset.

Lowest unoccupied orbital energy (spin up / spin down) = 2.7 / 2.5 eV
HOMO (spin up / spin down) = -3.83 / -5.42 eV
Energy above the lowest of the compared OMol25 structures with the same formula, charge and spin = 6.3 kcal per mole
Multiplicity = 2
Total charge = -1
E_tot = -68529.1653 eV
⟨S²⟩ = 0.76

CARTESIAN COORDINATES (ANGSTROEM)
Hg: -0.1769 0.4337 -0.0147
O: 0.8691 4.1644 1.4688
S: 0.0282 3.1781 0.8341
O: -0.7900 2.4045 1.7509
O: 0.8105 2.2898 -0.0709
C: -1.1392 4.1036 -0.1915
C: -1.1406 5.4758 0.0262
C: -2.0543 6.2938 -0.6166
C: -2.9751 5.7440 -1.4945
C: -2.9773 4.3787 -1.7254
C: -2.0753 3.5467 -1.0740
S: -2.1428 1.8134 -1.5904
O: -0.9178 1.6002 -2.3412
O: -3.3518 1.6747 -2.3668
O: -2.1800 0.9740 -0.3605
H: -0.3961 5.8707 0.7029
H: -2.0464 7.3600 -0.4288
H: -3.6949 6.3765 -1.9983
H: -3.6841 3.9123 -2.3969
C: 2.6690 -0.7256 2.9922
C: 1.3287 -0.7741 3.6779
C: 1.2511 -0.6766 5.0627
C: 0.0289 -0.6605 5.7116
C: -1.1388 -0.6629 4.9620
C: -1.1002 -0.7519 3.5786
C: -2.3548 -0.7080 2.7548
C: 0.1419 -0.8750 2.9351
N: 0.1808 -1.0781 1.5467
C: 0.7635 -2.1756 1.0400
C: 1.0139 -3.4007 1.8872
C: 1.0336 -2.2537 -0.3504
C: 1.7416 -3.4792 -0.8765
N: 0.7757 -1.1994 -1.1372
C: 0.8037 -1.3306 -2.5355
C: -0.0653 -2.2148 -3.1919
C: -1.1447 -2.9495 -2.4409
C: 0.0536 -2.3810 -4.5676
C: 0.9989 -1.6794 -5.2941
C: 1.7950 -0.7435 -4.6497
C: 1.7000 -0.5472 -3.2803
C: 2.5299 0.4902 -2.5806
H: 3.3462 -0.0767 3.5476
H: 2.5615 -0.3367 1.9799
H: 3.1286 -1.7160 2.9278
H: 2.1708 -0.6264 5.6358
H: -0.0159 -0.6239 6.7932
H: -2.1024 -0.6080 5.4557
H: -3.2357 -0.6227 3.3903
H: -2.4444 -1.5975 2.1281
H: -2.3158 0.1542 2.0855
H: 0.8160 -3.2005 2.9369
H: 2.0378 -3.7629 1.7815
H: 0.3447 -4.2037 1.5655
H: 2.7491 -3.5234 -0.4530
H: 1.8375 -3.4435 -1.9584
H: 1.2246 -4.3984 -0.5970
H: -1.3891 -2.4296 -1.5152
H: -0.8404 -3.9693 -2.1879
H: -2.0444 -3.0105 -3.0534
H: -0.6042 -3.0850 -5.0662
H: 1.1046 -1.8470 -6.3590
H: 2.5132 -0.1577 -5.2123
H: 3.1692 1.0176 -3.2879
H: 3.1466 0.0381 -1.8010
H: 1.8710 1.2114 -2.0932



> What is the E_tot in the fifth record?

-68529.1653 eV



> Look up the E_tot of the second one.

-14580.5744 eV



> E_tot of number 1 (C28H34IrN6O)?

-43391.5971 eV



> Which of these has the lowest E_tot?

C35H63F17N7O9PSbSi